(1)
C3H3F3S | wB97M-V/def2-TZVPD

Positions of all 10 atoms, in Å:
C1 0.80 -0.60 1.37
C2 2.13 -0.06 1.22
C3 -2.14 0.24 -1.49
F1 -2.17 1.55 -1.70
F2 -3.26 -0.27 -0.99
F3 -1.65 -0.44 -2.52
S1 -0.60 -0.58 0.63
H1 2.12 0.43 0.30
H2 2.07 0.63 2.00
H3 2.70 -0.91 1.17

Calculated values
2S+1: 3
HOMO level (alpha / beta): -6.4 / -10.3 eV
total charge: 0
LUMO (alpha / beta): -0.84 / -1.07 eV

Here are the Löwdin charges for atoms 1 to 4, given in e: number 1, C, carries -0.60; number 2, C, carries -0.17; number 3, C, carries -0.56; number 4, F, carries 0.13

---

(2)
C3H3F4I | wB97M-V/def2-TZVPD

Positions of all 11 atoms, in Å:
C1 1.30 1.66 0.87
C2 0.34 1.69 -0.02
F1 0.06 0.83 -0.90
I1 -1.14 3.20 0.02
H1 1.92 0.85 0.91
H2 1.36 2.45 1.49
F2 -0.82 -1.19 0.47
C3 -0.75 -2.11 -0.54
F3 -1.92 -2.13 -1.09
F4 -0.50 -3.31 -0.06
H3 0.15 -1.93 -1.15

Calculated values
2S+1: 1
HOMO level: -9.4 eV
total charge: 0
LUMO: 0.51 eV

Here are the Löwdin charges for atoms 1 to 4, given in e: number 1, C, carries -0.02; number 2, C, carries -0.91; number 3, F, carries 0.02; number 4, I, carries 0.84

---

(3)
C3H3F6NO2S | wB97M-V/def2-TZVPD

Positions of all 16 atoms, in Å:
C1 -0.98 0.15 -0.63
C2 0.29 -1.63 0.65
C3 -1.89 1.05 0.37
N1 0.24 -0.33 0.01
O1 2.19 2.06 -0.07
O2 1.41 -0.19 -0.87
F1 1.45 -1.58 1.36
F2 0.44 -2.70 -0.17
F3 -2.30 2.04 -0.36
F4 -1.25 1.44 1.40
F5 -3.03 0.37 0.68
F6 3.64 0.19 -1.19
S1 2.52 0.69 -0.01
H1 -1.61 -0.64 -1.04
H2 -0.70 0.84 -1.46
H3 -0.43 -1.77 1.35

Calculated values
2S+1: 3
HOMO level (alpha / beta): -5.1 / -10.4 eV
total charge: 0
LUMO (alpha / beta): 0.46 / -4.52 eV

Here are the Löwdin charges for atoms 1 to 4, given in e: number 1, C, carries 0.02; number 2, C, carries -0.35; number 3, C, carries -0.66; number 4, N, carries -0.04

---

(4)
C3H3FN2 | wB97M-V/def2-TZVPD

Positions of all 9 atoms, in Å:
C1 -0.32 -0.86 -0.02
C2 -1.30 0.20 -0.12
C3 1.94 -0.11 0.44
N1 0.93 -0.60 0.00
N2 -1.13 1.44 0.05
F1 2.99 0.25 -0.26
H1 -0.64 -1.90 -0.02
H2 -2.30 -0.13 -0.38
H3 -0.18 1.71 0.31

Calculated values
2S+1: 1
HOMO level (alpha / beta): -8.9 / -8.9 eV
total charge: 0
LUMO (alpha / beta): -0.90 / -0.90 eV

Here are the Löwdin charges for atoms 1 to 4, given in e: number 1, C, carries -0.11; number 2, C, carries -0.24; number 3, C, carries -0.15; number 4, N, carries 0.07

---

(5)
C3H3FN2O | wB97M-V/def2-TZVPD

Positions of all 10 atoms, in Å:
O1 -0.91 -1.82 -0.46
C1 -0.45 -0.57 -0.26
C2 -0.62 0.62 -1.01
N1 0.04 1.67 -0.47
N2 0.76 1.14 0.54
C3 0.53 -0.18 0.61
F1 1.17 -0.91 1.53
H1 -0.56 -2.45 0.19
H2 -1.30 0.80 -1.84
H3 1.34 1.70 1.17

Calculated values
2S+1: 1
HOMO level: -8.8 eV
total charge: 0
LUMO: 0.64 eV

Here are the Löwdin charges for atoms 1 to 4, given in e: number 1, O, carries 0.07; number 2, C, carries -0.27; number 3, C, carries -0.08; number 4, N, carries 0.02

---

(6)
C3H3FN2S | wB97M-V/def2-TZVPD

Positions of all 10 atoms, in Å:
F1 2.38 -0.64 -0.47
C1 1.12 -0.66 -0.20
C2 0.59 -1.03 1.03
N1 -0.69 -0.43 1.24
C3 -0.79 0.24 0.09
S1 -2.21 1.23 0.03
N2 0.28 0.23 -0.84
H1 1.07 -1.67 1.83
H2 -1.74 2.23 -0.89
H3 -0.01 0.51 -1.84

Calculated values
2S+1: 1
HOMO level: -8.2 eV
total charge: 0
LUMO: 0.47 eV

Here are the Löwdin charges for atoms 1 to 4, given in e: number 1, F, carries 0.13; number 2, C, carries -0.40; number 3, C, carries -0.07; number 4, N, carries 0.03

---

Number 1: DFT total energy -22141.42758 eV. Number 2: DFT total energy -22128.85886 eV. Number 3: DFT total energy -35876.78180 eV. Number 4: DFT total energy -8853.80408 eV. Number 5: DFT total energy -10903.38557 eV. Number 6: DFT total energy -19690.85001 eV.